1.
Formula: C4H10ClN3
Source: OMol25
Level of theory: wB97M-V/def2-TZVPD

Geometry (Å):
C  2.280  -0.558  -0.798
C  0.297  0.596  -0.008
C  -0.944  0.615  0.869
C  -2.251  0.621  0.079
H  2.928  -1.379  -0.496
H  2.815  0.395  -0.718
H  1.988  -0.686  -1.846
H  -0.230  -1.987  0.067
H  0.552  -1.817  1.483
H  -0.033  2.340  -0.679
H  -0.930  1.553  1.450
H  -0.949  -0.191  1.600
H  -2.230  1.379  -0.706
H  -3.127  0.767  0.716
N  1.117  -0.502  0.068
N  0.652  -1.762  0.473
N  0.606  1.559  -0.797
Cl  -2.539  -0.944  -0.759

The value obtained for the highest occupied orbital energy is -8.783 eV. Its SMILES is [H]/N=C(\CCCl)N(C)N. The net charge is 0.

Results of the natural (NBO) charge analysis, in e, for atoms 1 through 4: C -0.41; C 0.44; C -0.50; C -0.34

---

2.
Formula: C4H10ClN3
Source: OMol25
Level of theory: wB97M-V/def2-TZVPD

Geometry (Å):
C  1.694  0.620  0.852
C  0.094  0.109  0.442
C  -0.996  0.246  -1.788
C  -0.089  -0.550  -0.863
N  1.103  -0.901  -1.476
N  -0.722  0.552  2.671
N  -0.884  0.113  1.353
Cl  -1.129  -2.183  -0.503
H  1.719  1.343  1.644
H  2.302  0.775  -0.015
H  -1.945  0.462  -1.305
H  -0.498  1.182  -2.034
H  -1.181  -0.309  -2.704
H  1.750  -1.378  -0.865
H  0.989  -1.372  -2.363
H  -0.804  1.570  2.705
H  0.213  0.305  3.006
H  -1.616  -0.584  1.244

The value obtained for the highest occupied orbital energy (spin up / spin down) is -7.715 / -7.716 eV. Its SMILES is C=C(NN)[C@@](C)(N)Cl. The net charge is 0.

Results of the natural (NBO) charge analysis, in e, for atoms 1 through 4: C -0.64; C 0.25; C -0.63; C 0.19

---

3.
Formula: C4H10ClN3
Source: OMol25
Level of theory: wB97M-V/def2-TZVPD

Geometry (Å):
C  -0.672  -0.246  1.579
C  -0.620  -0.080  -0.037
C  -0.014  -1.183  -0.885
C  -0.057  1.322  -0.275
H  -1.647  -0.971  2.211
H  0.450  -0.486  2.015
H  -0.981  0.927  1.905
H  -0.528  -2.091  -0.570
H  -0.010  -0.878  -1.960
H  1.615  -1.026  0.579
H  1.792  -2.336  -1.011
H  1.574  2.336  -0.329
H  1.625  0.528  -0.173
H  -1.775  1.853  -0.916
N  1.388  -1.183  -0.752
N  1.241  1.490  -0.100
N  -0.871  2.228  -0.767
Cl  -2.510  -0.202  -0.516

The value obtained for the highest occupied orbital energy is -8.952 eV. The net charge is 0.

Results of the natural (NBO) charge analysis, in e, for atoms 1 through 4: C -0.69; C 0.05; C -0.31; C 0.37

---

4.
Formula: C4H10ClO2
Source: OMol25
Level of theory: wB97M-V/def2-TZVPD

Geometry (Å):
Cl  -10.375  -3.409  13.172
C  -19.451  -2.837  10.400
O  -18.244  -2.354  9.828
C  -17.182  -2.272  10.742
C  -15.837  -1.932  9.977
O  -16.118  -0.603  9.407
C  -14.945  -0.118  8.722
H  -19.544  -3.909  10.574
H  -20.284  -2.585  9.743
H  -19.535  -2.446  11.414
H  -17.148  -3.280  11.155
H  -17.531  -1.570  11.499
H  -15.490  -2.621  9.207
H  -15.016  -1.918  10.695
H  -14.635  -0.887  8.015
H  -14.198  0.038  9.500
H  -15.221  0.838  8.277

The value obtained for the highest occupied orbital energy is -3.452 eV. The net charge is -1.

Results of the natural (NBO) charge analysis, in e, for atoms 1 through 4: Cl -1.00; C -0.25; O -0.54; C -0.07

---

5.
Formula: C4H10ClPS
Source: OMol25
Level of theory: wB97M-V/def2-TZVPD

Geometry (Å):
C  0.788  1.899  -1.693
C  0.780  -2.469  1.629
C  0.009  2.159  -0.430
C  -0.330  -2.354  0.544
P  -1.507  0.417  -0.206
S  -0.147  -1.070  -0.847
Cl  -2.360  0.762  -1.960
H  0.189  2.120  -2.599
H  1.654  2.568  -1.714
H  1.324  0.958  -1.816
H  0.649  -3.233  2.408
H  1.742  -2.765  1.124
H  0.723  -1.613  2.332
H  -0.810  3.027  -0.387
H  0.866  2.279  0.281
H  -1.180  -2.043  1.128
H  -0.626  -3.155  -0.098

The value obtained for the highest occupied orbital energy is -8.409 eV. The net charge is 0.

Results of the natural (NBO) charge analysis, in e, for atoms 1 through 4: C -0.68; C -0.64; C -0.54; C -0.48

---

6.
Formula: C4H10F4Li2N2O10S4
Source: OMol25
Level of theory: wB97M-V/def2-TZVPD

Geometry (Å):
Li  -2.556  -11.186  -17.054
Li  -3.175  -12.809  -18.522
N  -4.289  -11.251  -17.906
S  -5.144  -10.504  -19.183
O  -5.979  -9.413  -18.827
O  -5.499  -11.517  -20.133
F  -3.900  -9.778  -19.869
S  -5.428  -11.045  -16.737
O  -6.638  -11.780  -16.816
O  -5.416  -9.720  -16.195
F  -4.536  -11.857  -15.662
N  -1.384  -12.339  -17.933
S  -0.602  -11.997  -19.443
O  0.045  -13.074  -20.114
O  -0.185  -10.637  -19.600
F  -2.046  -12.056  -20.249
S  0.019  -12.829  -17.307
O  1.005  -11.789  -17.179
O  0.421  -14.169  -17.587
F  -0.581  -12.975  -15.812
C  -0.484  -6.196  -13.790
O  -0.308  -7.529  -14.197
C  -1.406  -8.343  -13.826
C  -1.289  -9.732  -14.500
O  -1.919  -9.788  -15.770
C  -1.445  -8.803  -16.694
H  0.321  -5.590  -14.199
H  -0.382  -6.109  -12.699
H  -1.469  -5.779  -14.020
H  -2.290  -7.857  -14.258
H  -1.492  -8.455  -12.742
H  -1.798  -10.429  -13.838
H  -0.230  -9.986  -14.615
H  -1.392  -7.775  -16.350
H  -2.118  -8.861  -17.552
H  -0.435  -9.041  -17.046

The value obtained for the highest occupied orbital energy is -10.519 eV. The net charge is 0.

Results of the natural (NBO) charge analysis, in e, for atoms 1 through 4: Li 0.88; Li 0.94; N -1.36; S 2.45

---

How do the records compare in energy relative to the best compared isomer or geometry (same formula, charge and spin)? In the order shown, they have 60.9 266.3 451.1 237.2 115.7 0.0 kJ/mol.
How do the records compare in molar mass? In the order shown, they have 135.6 135.6 135.6 125.6 156.6 464.3 g mol⁻¹.